Record 1
Molecular formula: C6H12O
Method: DFT, ωB97M-V/def2-TZVPD

The value obtained for the LUMO energy is 0.823 eV. Its HOMO-LUMO gap is 10.43 eV. Its charge is 0.

Element x y z (Å)
C1 -0.20090 -0.09248 -2.42542
C2 -0.87263 -0.50049 -1.14567
C3 0.09723 -0.19359 0.03213
C4 -0.54165 0.66655 1.09472
C5 0.53751 1.16345 2.03031
C6 0.69264 -1.47616 0.58882
O1 1.55208 -1.50227 1.43597
H1 -0.85193 -0.25481 -3.28783
H2 0.04679 0.96381 -2.34682
H3 0.72681 -0.65713 -2.50291
H4 -1.83308 0.02601 -1.10028
H5 -1.12638 -1.56588 -1.21897
H6 1.25692 0.55043 -0.15291
H7 -1.31630 0.12219 1.63776
H8 -1.03383 1.49972 0.57432
H9 0.08644 1.93362 2.70509
H10 1.44495 1.39826 1.24826
H11 0.95839 0.36445 2.65369
H12 0.37694 -2.44567 0.17974

Record 2
Molecular formula: C6H12O
Method: DFT, ωB97M-V/def2-TZVPD

The value obtained for the LUMO energy is 1.043 eV. Its HOMO-LUMO gap is 8.02 eV. Its charge is 0.

Element x y z (Å)
C1 -2.30441 0.48271 -0.20022
C2 -1.33794 -0.39948 0.37930
C3 -0.49114 -1.27675 -0.51212
O1 0.77187 -1.50418 0.03102
C4 1.38698 -0.25103 0.38846
C5 1.90665 0.46770 -0.85170
C6 0.37979 0.55918 1.15749
H1 -2.21405 0.76537 -1.24647
H2 -1.06208 0.84363 0.46142
H3 -3.16193 0.81840 0.37092
H4 -1.57919 -0.79424 1.36205
H5 -1.00256 -2.24281 -0.57945
H6 -0.43982 -0.82904 -1.52051
H7 2.23457 -0.55012 1.01356
H8 2.50866 -0.21943 -1.45330
H9 2.52396 1.32521 -0.56332
H10 1.08246 0.84234 -1.47104
H11 0.48794 1.64232 1.01389
H12 0.31024 0.32024 2.22000

Record 3
Molecular formula: C6H12O
Method: DFT, ωB97M-V/def2-TZVPD

The value obtained for the LUMO energy is 0.704 eV. Its HOMO-LUMO gap is 8.47 eV. Its charge is 0.

Element x y z (Å)
C1 -2.15428 -0.99160 -0.74600
C2 -0.87666 -0.32521 -0.22983
C3 -1.25402 0.84340 0.70321
C4 -0.04061 -1.53835 0.22833
O1 1.18506 -1.36468 0.61647
C5 1.80148 -0.10990 0.99407
C6 2.31611 0.71256 -0.16946
H1 -2.78433 -0.29696 -1.30976
H2 -1.89313 -1.84475 -1.37699
H3 -2.72516 -1.38435 0.10400
H4 -0.32933 0.08381 -1.09691
H5 -1.61403 0.47850 1.67195
H6 -2.08060 1.40264 0.24672
H7 -0.44867 1.56326 0.87959
H8 1.07955 0.42722 1.60865
H9 2.62642 -0.42982 1.63284
H10 1.51404 1.09168 -0.80821
H11 3.00484 0.12730 -0.78555
H12 2.86226 1.57265 0.23154

Record 4
Molecular formula: C6H12O
Method: DFT, ωB97M-V/def2-TZVPD

The value obtained for the LUMO energy is 1.209 eV. Its HOMO-LUMO gap is 10.84 eV. Its charge is 0.

Element x y z (Å)
C1 2.97983 0.62402 0.24682
C2 2.03111 -0.47203 -0.20847
O1 0.73965 0.04363 -0.00264
C3 -0.35093 -0.69136 -0.51085
C4 -1.50513 -0.38851 0.40496
C5 -2.90122 -0.15957 -0.09616
C6 -2.06727 1.00062 0.36811
H1 4.01380 0.43003 -0.05153
H2 2.65064 1.56621 -0.20177
H3 2.93758 0.73997 1.33430
H4 2.17470 -1.39627 0.37716
H5 2.20377 -0.72544 -1.26666
H6 -0.57988 -0.37349 -1.54376
H7 -0.13252 -1.77080 -0.54121
H8 -1.40433 -0.84070 1.38917
H9 -3.09661 -0.25563 -1.16107
H10 -3.71916 -0.48600 0.53955
H11 -1.66440 1.67234 -0.38589
H12 -2.30961 1.48296 1.30995

Record 5
Molecular formula: C6H12O
Method: DFT, ωB97M-V/def2-TZVPD

The value obtained for the LUMO energy is 1.031 eV. Its HOMO-LUMO gap is 10.66 eV. Its charge is 0.

Element x y z (Å)
C1 -2.03536 -1.18308 1.28406
O1 -1.15456 -0.11401 1.54204
C2 -0.75387 0.67735 0.43516
C3 0.58590 0.32743 -0.29217
C4 1.37133 -0.71485 0.45087
C5 0.70757 0.35338 -1.81706
C6 1.24905 1.48324 -0.98952
H1 -1.61123 -1.88586 0.55668
H2 -3.01351 -0.83666 0.91550
H3 -2.19868 -1.71674 2.22854
H4 -1.41043 0.59052 -0.42155
H5 -0.68956 1.69041 0.85881
H6 0.84271 -1.67573 0.40555
H7 1.43551 -0.42328 1.50129
H8 2.37262 -0.85442 0.03526
H9 -0.14499 0.55250 -2.46909
H10 1.44035 -0.30580 -2.28839
H11 0.68355 2.41498 -1.03179
H12 2.32360 1.62061 -0.90417

Record 6
Molecular formula: C6H12O
Method: DFT, ωB97M-V/def2-TZVPD

The value obtained for the LUMO energy is 1.017 eV. Its HOMO-LUMO gap is 10.46 eV. Its charge is 0.

Element x y z (Å)
C1 -0.26083 1.04825 -0.80680
C2 0.94177 0.18734 -0.50627
C3 2.25451 0.89290 -0.54454
C4 0.07149 0.30149 0.64279
O1 -2.08867 0.32357 1.03801
C5 -1.03436 -0.61266 1.12542
C6 -1.29852 -1.85905 0.29059
H1 -0.81618 0.68658 -1.68757
H2 -1.64777 0.85478 0.20481
H3 -0.07194 2.12278 -0.87888
H4 0.86529 -0.77354 -1.00427
H5 2.20623 1.81636 0.04723
H6 2.46469 1.16481 -1.58141
H7 3.04924 0.25951 -0.15563
H8 0.30885 1.03735 1.41764
H9 -0.79836 -0.94352 2.15925
H10 -1.53767 -1.57166 -0.73847
H11 -2.16801 -2.39229 0.68878
H12 -0.43975 -2.54300 0.28930

Record 7
Molecular formula: C6H12O
Method: DFT, ωB97M-V/def2-TZVPD

The value obtained for the LUMO energy is 1.003 eV. Its HOMO-LUMO gap is 10.01 eV. Its charge is 0.

Element x y z (Å)
C1 -0.01632 1.89132 -0.71533
O1 -0.61555 2.24888 0.58616
C2 -0.78818 0.83813 -1.41585
C3 -1.27428 -0.40415 -0.56597
C4 -0.22617 -1.33520 -0.01954
C5 0.74491 -0.81953 0.77677
C6 1.76558 -1.62640 1.57827
H1 0.10461 2.83369 -1.27256
H2 0.95305 1.53173 -0.40287
H3 -1.51645 2.47953 0.35224
H4 -1.71578 1.19496 -1.90281
H5 -0.18960 0.29889 -2.17229
H6 -2.02385 -0.16292 0.22085
H7 -1.87564 -1.14353 -1.09199
H8 0.07372 -2.29107 -0.47413
H9 0.59953 0.20349 1.08475
H10 2.73054 -1.76087 1.08041
H11 1.42429 -2.65957 1.74126
H12 1.84559 -1.31738 2.61261

Record 8
Molecular formula: C6H12O
Method: DFT, ωB97M-V/def2-TZVPD

The value obtained for the LUMO energy is 1.117 eV. Its HOMO-LUMO gap is 10.63 eV. Its charge is 0.

Element x y z (Å)
C1 2.48311 -0.47720 0.15168
C2 1.41158 0.33689 -0.56509
C3 0.17260 0.60780 0.29342
C4 -1.08019 0.95768 -0.54345
C5 -2.18248 0.10069 0.08748
C6 -1.37339 -1.10028 0.56120
O1 -0.17606 -0.54324 1.06779
H1 2.81477 0.01565 1.07222
H2 2.09176 -1.46079 0.42874
H3 3.35491 -0.61707 -0.49557
H4 1.81862 1.30469 -0.88942
H5 1.10989 -0.19223 -1.47846
H6 0.40384 1.40241 1.01754
H7 -1.30885 2.02717 -0.54433
H8 -0.92397 0.65234 -1.58618
H9 -2.97902 -0.16462 -0.61412
H10 -2.62919 0.60847 0.94949
H11 -1.84533 -1.67383 1.36452
H12 -1.16262 -1.78452 -0.27747

Record 9
Molecular formula: C6H12O
Method: DFT, ωB97M-V/def2-TZVPD

The value obtained for the LUMO energy is 1.174 eV. Its HOMO-LUMO gap is 10.73 eV. Its charge is 0.

Element x y z (Å)
C1 1.92034 -1.46748 0.41430
C2 1.03772 -0.40641 -0.22700
C3 0.01247 -0.90172 -1.28349
O1 -1.23956 -0.26778 -0.99190
C4 -0.91512 0.89269 -0.22684
C5 -2.12411 1.55997 0.41627
C6 0.08802 0.28745 0.74023
H1 2.56738 -1.97029 -0.31225
H2 1.32068 -2.23268 0.91889
H3 2.56772 -1.00663 1.16902
H4 1.68732 0.34929 -0.69043
H5 0.32085 -0.63015 -2.30033
H6 -0.12284 -1.99013 -1.25783
H7 -0.42715 1.60725 -0.91117
H8 -3.04243 1.34184 -0.13208
H9 -1.98446 2.64552 0.41143
H10 -2.25338 1.24931 1.45779
H11 -0.48559 -0.48482 1.26484
H12 0.55058 0.95025 1.47268

Record 10
Molecular formula: C6H12O
Method: DFT, ωB97M-V/def2-TZVPD

The value obtained for the LUMO energy is 1.224 eV. Its HOMO-LUMO gap is 10.94 eV. Its charge is 0.

Element x y z (Å)
C1 -1.90591 -1.47713 -0.25139
C2 -0.52258 -1.64840 0.40346
C3 0.01986 -0.23257 0.44487
C4 1.43851 0.23145 0.70528
C5 1.39775 1.62778 0.02887
C6 0.23269 1.53027 -0.98093
O1 -0.00739 0.13200 -1.00021
H1 -2.61046 -0.96056 0.41812
H2 -1.76649 -0.84011 -1.12724
H3 -2.33924 -2.42912 -0.55162
H4 -0.61129 -2.18135 1.36367
H5 0.16711 -2.19713 -0.24484
H6 -0.64409 0.34161 1.14482
H7 1.79408 0.31303 1.73593
H8 2.06208 -0.46408 0.13795
H9 2.36546 1.82449 -0.43536
H10 1.16220 2.42809 0.73191
H11 -0.69714 1.95768 -0.59229
H12 0.46487 2.04405 -1.93101

Record 11
Molecular formula: C6H12O
Method: DFT, ωB97M-V/def2-TZVPD

The value obtained for the LUMO energy (spin up / spin down) is -5.535 / -9.432 eV. The multiplicity is 2. Its HOMO-LUMO gap (spin up / spin down) is 10.07 / 6.22 eV. Its charge is +1.

Element x y z (Å)
O1 -2.63529 -1.66667 -0.78983
C1 -1.51226 -1.31251 -0.66789
C2 -0.84414 -0.42713 -1.72004
C3 -0.20029 0.85283 -1.17582
C4 1.05916 0.64962 -0.29394
C5 0.87062 0.81325 1.21875
C6 0.50552 -0.42271 2.02611
H1 -0.91793 -1.60621 0.23200
H2 -1.62142 -0.17788 -2.43448
H3 -0.05702 -1.08786 -2.10790
H4 0.06437 1.43517 -2.05642
H5 -0.90972 1.42393 -0.57620
H6 1.55295 -0.25575 -0.64638
H7 1.82122 1.38822 -0.56502
H8 1.77058 1.24577 1.64643
H9 0.05744 1.53195 1.31382
H10 0.11654 -0.23428 3.02660
H11 1.23252 -1.22334 2.04221
H12 -0.35284 -0.92639 1.52801

Record 12
Molecular formula: C6H12O2
Method: DFT, ωB97M-V/def2-TZVPD

The value obtained for the LUMO energy is 0.852 eV. Its HOMO-LUMO gap is 9.79 eV. Its charge is 0.

Element x y z (Å)
C1 0.24189 -0.18591 0.58786
C2 0.48814 -0.22818 -0.90833
C3 -1.54343 -0.49152 0.59141
C4 -0.43725 0.66314 -1.64781
C5 1.34470 0.74995 -1.60118
C6 1.00166 -1.22859 1.37585
O1 0.43260 1.05173 1.19685
O2 -2.23178 0.69058 0.88307
H1 0.09069 1.74538 0.61833
H2 -1.77603 1.12936 1.61310
H3 0.51846 -1.24976 -1.27389
H4 -2.05351 -0.97529 -0.23962
H5 -1.60957 -1.20688 1.42075
H6 -0.85912 0.33126 -2.58676
H7 -0.82011 1.59831 -1.25942
H8 1.94857 0.43743 -2.44009
H9 1.69883 1.61771 -1.06277
H10 2.07281 -1.03275 1.32973
H11 0.68839 -1.19227 2.41890
H12 0.80406 -2.22369 0.98404

Record 13
Molecular formula: C6H12O2
Method: DFT, ωB97M-V/def2-TZVPD

The value obtained for the LUMO energy is 0.666 eV. Its HOMO-LUMO gap is 8.92 eV. Its charge is 0.

Element x y z (Å)
C1 -0.20813 0.23756 0.99527
C2 0.82319 0.43830 0.14544
C3 -1.56960 0.86285 0.85335
C4 0.66130 1.19380 -1.15284
C5 2.24657 0.02169 0.41892
C6 -1.61503 -2.03100 -1.21736
O1 -0.10817 -0.54339 2.12797
O2 -2.39070 -1.33648 -1.86560
H1 0.66157 -1.12775 2.05152
H2 -0.55642 -2.14457 -1.49851
H3 -1.92875 -2.57937 -0.31539
H4 -2.33928 0.21393 1.28424
H5 -1.58828 1.81265 1.39926
H6 -1.85518 1.05721 -0.18226
H7 2.65747 -0.54129 -0.42467
H8 0.70836 2.27284 -0.98271
H9 -0.27911 0.94530 -1.65436
H10 1.45341 0.92505 -1.86116
H11 2.36653 -0.59528 1.31180
H12 2.86024 0.91798 0.56708

| no. | E (hartree) |
| --- | --- |
| 1 | -310.97734 |
| 2 | -310.86876 |
| 3 | -310.93180 |
| 4 | -311.00122 |
| 5 | -310.98587 |
| 6 | -310.97119 |
| 7 | -310.98390 |
| 8 | -311.04263 |
| 9 | -311.03872 |
| 10 | -311.01228 |
| 11 | -310.67050 |
| 12 | -386.19646 |
| 13 | -386.24188 |